13
Properties=species:S:1:pos:R:3:lowdin_charge:R:1 method="wB97M-V/def2-TZVPD" orbital_gap_ev=8.0 lumo_energy_ev=-0.9 de_lowest_kcal_mol=121.0 largest_force_ev_per_a=4.6 mol_weight_g_mol=101.17 e_tot_ev=-16581.68277
C -1.0249 0.3844 -0.0350 -0.378
C -1.4574 1.6050 -0.1649 0.018
C 1.2388 -0.6844 0.3644 -0.589
C 0.0227 -0.6192 -0.4346 -0.322
N -1.3558 -0.9464 0.1181 0.091
S 2.4598 0.6833 -0.0088 0.558
H -0.8507 2.3683 -0.7971 0.088
H -2.5072 1.9626 0.2381 0.092
H 1.0811 -0.6104 1.3799 0.047
H 1.7603 -1.5618 0.2853 0.030
H 0.0955 -0.9564 -1.4929 0.132
H -1.4410 -1.4817 0.9823 0.113
H 2.3209 0.1283 -1.9232 0.120


14
Properties=species:S:1:pos:R:3:lowdin_charge:R:1 method="wB97M-V/def2-TZVPD" orbital_gap_ev=8.6 lumo_energy_ev=-0.2 de_lowest_kcal_mol=39.0 largest_force_ev_per_a=2.6 mol_weight_g_mol=133.24 e_tot_ev=-27420.15655 smiles="S=C(S)[C@H]1CCN1"
S -2.6447 1.0152 -1.5409 0.657
C -1.5587 -0.0972 -1.1155 -1.171
S -1.9079 -1.8633 -1.0889 0.682
C -0.1848 0.3363 -0.5545 -0.440
C 0.0082 0.7856 0.9675 -0.092
C 1.3536 0.0132 0.8508 -0.226
N 0.8700 -0.6299 -0.3306 -0.069
H -0.7793 -2.3148 -0.2364 -0.045
H 0.0354 1.2561 -1.1660 0.129
H 0.0766 1.8948 1.1926 0.113
H -0.7690 0.4468 1.7282 0.123
H 1.7009 -0.6944 1.6651 0.114
H 2.2715 0.6399 0.6909 0.114
H 1.5282 -0.7884 -1.0622 0.110


14
Properties=species:S:1:pos:R:3:lowdin_charge:R:1 method="wB97M-V/def2-TZVPD" orbital_gap_ev=8.5 lumo_energy_ev=-0.3 de_lowest_kcal_mol=31.5 largest_force_ev_per_a=3.1 mol_weight_g_mol=133.24 e_tot_ev=-27420.47808 smiles="C=C(CN)SC=S"
C 1.3256 -1.9736 0.0262 -0.003
C 0.3665 -1.1038 0.3705 -0.668
C -0.9814 -1.5586 0.8848 -0.327
N -1.4214 -2.9631 0.7510 -0.014
S 0.6976 0.5979 0.5141 0.906
C -0.2501 1.2143 -0.7961 -1.026
S -0.1145 2.8063 -1.1361 0.578
H 2.3128 -1.6586 -0.3775 0.074
H 1.0943 -3.0673 -0.0540 0.070
H -1.7867 -0.9231 0.4646 0.108
H -0.9896 -1.3243 1.9906 0.130
H -1.2349 -3.2298 -0.1975 0.048
H -0.6643 -3.5141 1.2923 0.103
H -0.8761 0.5227 -1.3362 0.020